Entry 1:
Entry from OMol25: a cluster of 2 separate species, C2H3N3OS in total (ωB97M-V/def2-TZVPD).

Each line ends with the natural charge from an NBO analysis.
Positions of all 10 atoms, in Å:
1 C -0.539 -0.870 -0.035  0.003
2 C -0.261 1.637 0.129  0.819
3 N 1.736 -1.063 0.176  -0.516
4 N 0.555 -1.282 0.087  -0.034
5 N 0.892 1.710 0.219  -0.736
6 O -1.439 1.861 0.090  -0.589
7 S -2.195 -1.314 0.065  0.094
8 H 2.213 -1.508 -0.465  0.332
9 H -2.686 -0.216 -0.547  0.173
10 H 1.724 1.046 0.282  0.453

Summary:
molecular weight: 117.13 Da
E_HOMO (alpha / beta): -9.2 / -9.2 eV
spin multiplicity: 1
energy above the lowest of the compared OMol25 structures with the same formula, charge and spin: 73.7 kcal per mole
HOMO-LUMO gap (alpha / beta): 9.034 / 9.035 eV
charge: 0

Entry 2:
Entry from OMol25: the molecule C2H3N3OS (ωB97M-V/def2-TZVPD).

Each line ends with the natural charge from an NBO analysis.
Positions of all 10 atoms, in Å:
1 H 0.792 2.349 -0.181  0.352
2 N -0.052 1.782 -0.032  -0.677
3 C 0.209 0.548 -0.011  0.334
4 C 1.446 -0.247 -0.188  -0.086
5 N 1.208 -1.500 -0.176  -0.032
6 O -0.104 -1.721 0.027  -0.173
7 N -0.729 -0.456 0.220  -0.317
8 S -2.342 -0.396 -0.267  0.259
9 H 2.444 0.117 -0.349  0.225
10 H -2.872 -0.477 0.957  0.115

Summary:
molecular weight: 117.13 Da
E_HOMO: -9.2 eV
spin multiplicity: 1
energy above the lowest of the compared OMol25 structures with the same formula, charge and spin: 74.4 kcal per mole
HOMO-LUMO gap: 9.661 eV
charge: 0

Number 1: F_max 6.127 eV/A. Number 2: F_max 0.747 eV/A.